# C2H4NP

The molecule C2H4NP at a distorted geometry (ωB97M-V/def2-TZVPD, the Open Molecules 2025 dataset).

Each atom is followed by the atoms it is bonded to, with distances in Å.
Positions of all 8 atoms, in Å:
1 H -0.077 1.427 -1.407  C7 1.163
2 H -1.591 -0.265 1.524  P8 1.553
3 H 0.087 1.633 0.327  C7 0.997
4 N 1.431 -0.981 -0.094  H5 1.019, C6 1.236
5 H 1.425 -1.968 0.158  N4 1.019
6 C 0.346 -0.389 -0.132  N4 1.236, C7 1.419, P8 1.858
7 C -0.114 0.934 -0.354  H1 1.163, H3 0.997, C6 1.419, P8 1.952
8 P -1.508 -0.390 -0.022  H2 1.553, C6 1.858, C7 1.952

The charge is 0. For the maximum force, the calculation gives 4.7 eV/A. The calculation puts the energy relative to the best compared isomer or geometry (same formula, charge and spin) at 131.38 kJ/mol. The structure (SMILES) is [H]/N=C1/CP1.